# 1
2 unconnected molecules or ions with the total composition C4H6N2 at a distorted geometry, computed with wB97M-V/def2-TZVPD.

Values from the calculation:
Kohn-Sham gap (spin up / spin down) ... 0.294 / 0.229 Ha
Electronic energy ... -265.32121 hartree
Energy above the lowest of the compared OMol25 structures with the same formula, charge and spin ... 134.51 kcal per mole

Each line ends with the natural charge from an NBO analysis.
Cartesian coordinates (Å):
C 2.529 -0.268 -0.012  0.030
C -0.144 1.017 0.511  -0.025
C -1.059 -1.134 -0.448  -0.738
C -0.279 -0.380 0.545  0.203
N 3.644 -0.034 -0.149  -0.537
N -0.748 1.536 -0.516  -0.502
H 0.355 1.409 1.391  0.213
H -0.753 -2.274 -0.568  0.259
H -2.055 -0.992 -0.273  0.270
H -1.068 -0.508 -1.311  0.285
H 0.149 -0.892 1.298  0.195
H -0.569 2.520 -0.468  0.346

***

# 2
A molecular structure, C36H33N5O3PPdS4 at a distorted geometry, computed with wB97M-V/def2-TZVPD.

Values from the calculation:
Net charge ... +1
Kohn-Sham gap ... 0.228 Ha
Electronic energy ... -3953.03013 hartree
Energy above the lowest of the compared OMol25 structures with the same formula, charge and spin ... 20.87 kcal per mole

Each line ends with the Löwdin charge.
Cartesian coordinates (Å):
Pd -0.961 -0.106 -1.007  0.494
O -1.258 -2.536 0.155  -0.032
C -1.126 -1.734 1.091  -0.673
O -0.165 -0.905 1.199  -0.103
C -2.282 -1.520 2.018  -0.138
C -2.581 -2.324 3.107  0.001
C -3.692 -2.040 3.885  -0.045
C -4.517 -0.965 3.573  -0.053
C -4.233 -0.172 2.475  -0.068
C -3.105 -0.442 1.700  -0.298
P -2.791 0.653 0.280  1.048
C -2.371 2.264 0.974  -0.369
C -1.900 2.293 2.288  -0.083
C -1.473 3.487 2.846  -0.063
C -1.514 4.658 2.103  -0.060
C -1.971 4.630 0.793  -0.061
C -2.385 3.439 0.222  -0.140
C -4.395 0.680 -0.545  -0.382
C -5.088 1.848 -0.851  -0.069
C -6.349 1.773 -1.423  -0.057
C -6.925 0.539 -1.688  -0.053
C -6.247 -0.629 -1.357  -0.050
C -4.992 -0.561 -0.780  -0.132
H -1.952 -3.173 3.336  0.128
H -3.922 -2.666 4.737  0.114
H -5.389 -0.754 4.177  0.113
H -4.890 0.651 2.219  0.123
H -1.860 1.384 2.873  0.109
H -1.120 3.503 3.869  0.111
H -1.190 5.592 2.543  0.112
H -1.994 5.538 0.205  0.115
H -2.692 3.429 -0.813  0.073
H -4.673 2.820 -0.630  0.092
H -6.883 2.684 -1.655  0.113
H -7.905 0.485 -2.142  0.114
H -6.698 -1.594 -1.540  0.117
H -4.485 -1.475 -0.496  0.098
S -3.681 0.323 -4.572  0.684
C -2.695 0.142 -3.328  -1.718
S -1.715 1.393 -2.565  0.624
S -2.349 -1.286 -2.387  0.688
C 5.175 0.861 0.723  -0.045
C 5.082 -0.427 -0.049  -0.262
C 5.859 -0.652 -1.179  -0.033
C 5.731 -1.819 -1.918  -0.020
C 4.830 -2.801 -1.528  -0.265
N 4.692 -3.963 -2.329  0.135
C 3.569 -4.740 -2.491  -0.533
O 3.624 -5.921 -2.750  0.093
N 2.348 -4.085 -2.380  0.142
C 2.048 -2.751 -2.660  -0.211
C 2.779 -1.963 -3.544  0.021
C 2.436 -0.633 -3.703  -0.014
C 1.380 -0.111 -2.983  -0.163
N 0.678 -0.878 -2.151  -0.080
C 0.981 -2.162 -1.993  -0.057
C 4.086 -2.612 -0.368  -0.014
C 4.205 -1.432 0.346  -0.027
H 6.085 1.407 0.475  0.089
H 5.175 0.677 1.798  0.075
H 4.326 1.512 0.494  0.064
H 6.567 0.103 -1.500  0.115
H 6.322 -1.963 -2.814  0.120
H 5.537 -4.461 -2.567  0.160
H 1.575 -4.730 -2.298  0.163
H 3.603 -2.388 -4.101  0.130
H 2.986 0.005 -4.379  0.120
H 1.095 0.927 -3.063  0.062
H 0.385 -2.715 -1.274  0.105
H 3.411 -3.385 -0.026  0.124
H 3.608 -1.300 1.242  0.106
S 0.596 1.875 -0.424  0.721
C 1.576 1.849 0.965  -0.768
N 2.452 2.832 1.216  0.016
C 3.170 2.629 2.471  -0.124
C 2.584 1.288 2.966  -0.102
N 1.620 0.944 1.925  0.061
H 2.571 3.616 0.601  0.143
H 2.977 3.445 3.166  0.121
H 4.244 2.566 2.298  0.094
H 2.088 1.389 3.931  0.122
H 3.348 0.516 3.052  0.103
H 1.007 0.126 1.914  0.089

***

# 3
2 unconnected molecules or ions with the total composition CH5Cl3NSi at a distorted geometry, computed with wB97M-V/def2-TZVPD.

Values from the calculation:
Net charge ... +1
Kohn-Sham gap (spin up / spin down) ... 0.184 / 0.256 Ha
Electronic energy ... -1765.64358 hartree

Each line ends with the natural charge from an NBO analysis.
Cartesian coordinates (Å):
C 0.008 -0.582 -0.895  -0.578
N 0.008 -2.098 -0.756  -0.728
Si -0.083 2.470 1.643  1.348
Cl -1.754 2.022 2.593  -0.230
Cl 1.667 2.440 2.452  -0.216
Cl -0.373 3.692 0.191  -0.227
H 1.037 -0.211 -0.902  0.169
H -0.496 -0.326 -1.866  0.183
H 0.456 -2.805 -1.530  0.394
H -0.969 -2.271 -0.979  0.451
H 0.498 -2.330 0.050  0.434

***

The lowest electronic energy belongs to which entry?
C36H33N5O3PPdS4

***

Repeat the third record exactly.
2 unconnected molecules or ions with the total composition CH5Cl3NSi at a distorted geometry, computed with wB97M-V/def2-TZVPD.

Values from the calculation:
Net charge ... +1
Kohn-Sham gap (spin up / spin down) ... 0.184 / 0.256 Ha
Electronic energy ... -1765.64358 hartree

Each line ends with the natural charge from an NBO analysis.
Cartesian coordinates (Å):
C 0.008 -0.582 -0.895  -0.578
N 0.008 -2.098 -0.756  -0.728
Si -0.083 2.470 1.643  1.348
Cl -1.754 2.022 2.593  -0.230
Cl 1.667 2.440 2.452  -0.216
Cl -0.373 3.692 0.191  -0.227
H 1.037 -0.211 -0.902  0.169
H -0.496 -0.326 -1.866  0.183
H 0.456 -2.805 -1.530  0.394
H -0.969 -2.271 -0.979  0.451
H 0.498 -2.330 0.050  0.434

***

Which value of electronic energy does entry 1 give?
-265.32121 hartree

***

Look up the electronic energy of the third one.
-1765.64358 hartree